25
Properties=species:S:1:pos:R:3:forces:R:3 method="wB97M-V/def2-TZVPD" total_charge=0 relative_energy_ev=5.2693 fmax_ha_per_bohr=0.0255 total_energy_ha=-1028.0486
C -0.634757 3.321636 0.405829 0.0 -0.1 0.1
C -0.757629 2.512882 -0.715402 0.0 0.0 -0.1
C -0.716318 2.763696 1.673711 0.0 0.2 0.0
C -0.930336 1.154404 -0.573368 -0.1 -0.1 0.1
C -0.919461 1.408481 1.824813 0.0 -0.5 -0.2
C -1.008140 0.572499 0.701806 0.0 0.8 -0.1
C 0.509167 -2.198112 -2.530929 -0.1 0.1 0.0
C -1.248698 -0.825404 0.874239 0.2 -1.2 -0.6
C 0.419739 -1.545374 -1.191008 -0.8 -0.9 0.2
N 1.429286 -0.733707 -0.763839 0.2 -0.1 0.2
O 1.461905 -0.384763 0.433579 0.3 0.5 0.2
O 2.299322 -0.403644 -1.572367 0.2 0.3 0.0
O 1.244964 -2.662129 2.045878 0.0 -0.1 0.2
S -0.766600 -2.099184 -0.085300 0.2 1.2 0.0
H -0.476347 4.383409 0.293054 0.0 0.1 0.0
H -0.701045 2.943749 -1.705182 0.0 0.0 0.0
H -0.616465 3.393704 2.545933 0.0 0.0 0.0
H -1.030094 0.535186 -1.453573 0.1 0.0 0.0
H -0.974178 0.966093 2.810583 0.0 0.0 0.1
H 1.507684 -2.036332 -2.933565 -0.1 -0.1 0.0
H 0.318526 -3.268154 -2.449347 0.0 -0.1 -0.1
H -0.212912 -1.776874 -3.232371 0.0 0.0 -0.1
H 1.417201 -1.769574 1.700183 0.1 -0.1 -0.1
H -1.718626 -1.160822 1.787745 -0.2 -0.1 0.1
H 2.103812 -3.091666 2.108897 0.0 0.1 0.0